C48H125CdCl8F6N9O17PPb as an isolated structure in a non-equilibrium geometry. Source: OMol25; level of theory: the ωB97M-V functional and the def2-TZVPD basis.

## Properties
spin multiplicity	1
LUMO	-0.0895	Ha
net charge	+1
orbital gap	7.3	eV

Geometry as XYZ:
```
216
Properties=species:S:1:pos:R:3:lowdin_charge:R:1
Cd 24.11672 10.90513 19.00968 1.357
Pb 25.81723 11.76706 16.07863 1.555
O 24.92282 12.64449 18.34576 -0.587
H 24.30690 13.37910 18.15730 -0.063
O 24.57245 10.00562 17.26411 -0.581
H 24.45066 9.05751 17.06217 -0.014
P 21.28965 10.04711 14.25336 0.351
F 21.96792 11.32721 13.36626 -0.204
F 19.78512 10.69243 14.04825 -0.163
F 21.13833 9.09715 12.98348 -0.165
F 20.58354 8.75396 15.09520 -0.210
F 22.83704 9.39033 14.38384 -0.212
F 21.68577 10.90345 15.57416 -0.179
C 17.59352 4.74522 8.13737 -0.057
C 17.31556 5.55013 9.40070 -0.431
C 18.40486 5.38839 10.46861 -0.163
O 18.62323 3.94522 10.76716 -0.232
C 17.51862 3.63099 11.62943 -0.140
N 17.00373 6.93510 9.05677 0.036
H 16.89552 4.96585 7.32976 0.078
H 17.44371 3.69123 8.37134 0.073
H 18.58923 4.85338 7.70728 0.076
H 16.35976 5.12642 9.70891 0.124
H 18.34274 5.94269 11.40509 0.108
H 19.34740 5.78428 10.09048 0.066
H 17.62635 2.67435 12.14064 0.082
H 16.62278 3.54002 11.01519 0.082
H 17.37379 4.42220 12.36504 0.026
H 17.83135 7.51214 9.01004 -0.010
H 16.52418 7.41445 9.80534 0.038
C 19.84657 9.98953 18.26836 -0.010
C 21.25461 10.17136 19.01348 -0.351
C 21.96598 8.86951 19.15586 -0.182
O 23.25290 9.12713 19.78495 -0.329
C 23.96633 7.93664 20.03293 -0.079
N 22.06096 11.19031 18.28392 -0.016
H 19.18853 9.42916 18.93249 0.067
H 19.97497 9.48598 17.31020 0.062
H 19.33612 10.92559 18.04181 0.058
H 21.10694 10.60025 20.00461 0.143
H 22.14091 8.39229 18.19162 0.126
H 21.39947 8.24086 19.84286 0.115
H 24.85851 8.25769 20.57054 0.102
H 24.28769 7.56977 19.05812 0.075
H 23.46179 7.08728 20.49351 0.096
H 21.90289 10.97079 17.31082 0.042
H 21.55910 12.06377 18.21116 0.018
C 22.81381 14.61622 13.80503 -0.008
C 23.98053 14.07862 14.65595 -0.417
C 24.62769 15.09570 15.61351 -0.129
O 25.95213 14.66243 16.10286 -0.304
C 26.79423 15.63828 16.63178 -0.096
N 23.62129 12.85838 15.32822 -0.020
H 23.07356 15.48574 13.20123 0.063
H 21.98365 14.93544 14.43516 0.079
H 22.36775 13.85461 13.16543 0.069
H 24.82020 13.86640 13.99414 0.121
H 24.00491 15.40456 16.45305 0.125
H 24.71951 15.96058 14.95650 0.107
H 26.24361 16.43107 17.13812 0.100
H 27.47855 16.04133 15.88522 0.088
H 27.43310 14.94501 17.17889 0.095
H 22.83132 13.07162 15.92031 0.051
H 23.09448 12.43015 14.58044 0.035
C 21.06985 1.76723 8.86264 -0.048
C 21.54814 2.28734 10.22113 -0.435
C 21.93506 3.73225 10.22341 -0.265
O 22.08486 4.18329 11.52656 -0.177
C 22.36754 5.60875 11.61780 -0.048
N 20.51936 1.99154 11.23391 0.053
H 20.64672 0.76840 8.96952 0.080
H 21.94000 1.89019 8.21781 0.075
H 20.22503 2.27103 8.39298 0.068
H 22.44123 1.78469 10.59235 0.135
H 21.14796 4.29957 9.72671 0.112
H 22.72643 3.86457 9.48562 0.126
H 22.83494 5.91719 10.68265 0.072
H 22.89990 5.85010 12.53782 0.082
H 21.46565 6.22061 11.63603 0.052
H 19.70396 2.45829 10.86330 0.025
H 20.83845 2.69033 11.88964 0.046
C 27.25724 7.38889 15.75549 -0.030
C 28.07878 8.41629 16.52540 -0.392
C 29.44315 8.81214 16.03681 -0.198
O 30.07090 9.57168 17.05993 -0.180
C 31.34379 10.14038 16.67318 -0.067
N 27.26252 9.65487 16.68885 -0.041
H 26.32916 7.09767 16.24739 0.066
H 27.84391 6.47499 15.84871 0.090
H 27.05965 7.58990 14.70256 0.071
H 28.14451 8.01869 17.53816 0.143
H 29.23025 9.50498 15.22271 0.114
H 29.94926 7.93461 15.63444 0.137
H 31.72308 10.61558 17.57785 0.091
H 31.16904 10.94363 15.95738 0.072
H 32.07749 9.43932 16.27533 0.091
H 27.70898 10.07538 17.49132 0.072
H 26.40328 9.32632 17.10583 0.002
C 21.20512 15.51130 10.58105 -0.052
C 20.87978 14.01259 10.44972 -0.411
C 19.76058 13.63327 11.47422 -0.201
O 18.45982 14.08552 11.16827 -0.189
C 17.46491 13.69334 12.11494 -0.084
N 20.60768 13.74266 9.05842 0.043
H 21.31889 15.86272 11.60656 0.059
H 20.40572 16.09961 10.13057 0.083
H 22.12592 15.76337 10.05504 0.074
H 21.76167 13.41287 10.67486 0.103
H 20.06795 14.11050 12.40475 0.103
H 19.70949 12.55725 11.64057 0.093
H 16.50063 13.90863 11.65459 0.092
H 17.61292 14.19650 13.07047 0.084
H 17.50884 12.60975 12.22440 0.069
H 20.29100 12.79768 8.89465 0.071
H 19.85887 14.25572 8.61554 0.076
C 26.19362 9.65275 11.72417 -0.018
C 26.43163 10.20669 13.15296 -0.390
C 27.60331 11.26291 13.17407 -0.123
O 27.66545 11.84168 14.52456 -0.432
C 28.78712 12.74822 14.61258 -0.072
N 25.30267 10.92133 13.67791 0.010
H 27.04987 9.25235 11.18138 0.089
H 25.93611 10.41445 10.98825 0.060
H 25.41833 8.88783 11.68039 0.077
H 26.70760 9.39602 13.82730 0.108
H 27.48741 12.06897 12.44955 0.122
H 28.51818 10.68184 13.05802 0.124
H 29.11248 13.03630 15.61220 0.094
H 28.57708 13.69057 14.10666 0.092
H 29.61603 12.26089 14.09923 0.087
H 24.84421 11.19683 12.82118 0.093
H 24.74782 10.09313 13.84016 0.065
C 21.45917 14.31814 18.71524 -0.068
C 20.19275 13.96515 17.97883 -0.387
C 19.18015 15.12392 17.76207 -0.167
O 19.39904 15.90861 16.57276 -0.214
C 18.60227 17.11410 16.62812 -0.073
N 20.71213 13.55828 16.65704 0.044
H 22.26199 13.58902 18.82454 0.042
H 21.11435 14.67056 19.68735 0.090
H 21.93792 15.17335 18.23826 0.086
H 19.77771 13.08036 18.46153 0.121
H 19.07400 15.72750 18.66347 0.124
H 18.18274 14.70738 17.62153 0.114
H 18.97845 17.80538 17.38227 0.087
H 17.57502 16.81670 16.83882 0.090
H 18.68800 17.69020 15.70678 0.090
H 20.11426 13.06852 16.00682 0.089
H 20.77856 14.49425 16.28332 0.047
C 23.50454 8.66282 9.23899 -0.096
C 24.65627 8.93052 8.31854 -0.422
C 25.43542 7.59536 7.88823 -0.135
O 26.20348 7.22215 9.06871 -0.238
C 27.18316 6.22420 8.93285 -0.107
N 24.12428 9.56249 7.09739 0.031
H 22.81086 9.48664 9.40707 0.057
H 23.93585 8.42207 10.21064 0.059
H 23.00565 7.82979 8.74377 0.074
H 25.33026 9.63955 8.79926 0.104
H 25.97656 7.76498 6.95737 0.116
H 24.74450 6.76531 7.74070 0.117
H 27.51921 5.98646 9.94213 0.091
H 27.94277 6.64613 8.27478 0.085
H 26.73037 5.39245 8.39314 0.085
H 23.57214 8.90172 6.56952 0.071
H 24.87893 9.80188 6.47026 0.065
C 24.70844 12.80169 9.64255 -0.036
C 25.68156 13.58776 10.51392 -0.225
O 25.18292 14.90574 10.52831 0.015
C 25.66064 15.77187 11.49624 -0.465
O 26.55822 15.52974 12.32308 0.081
O 24.81448 16.83283 11.57354 -0.030
C 24.89602 17.77064 12.55788 -0.075
H 24.57445 13.30393 8.68447 0.090
H 23.65828 12.83183 9.93297 0.063
H 24.98200 11.79543 9.32519 0.055
H 26.70101 13.59573 10.12824 0.132
H 25.75721 13.18722 11.52483 0.088
H 24.63806 18.69293 12.03738 0.108
H 25.92370 17.93197 12.88338 0.103
H 24.20491 17.43659 13.33176 0.085
C 24.38706 3.88909 21.63358 -0.067
C 24.87542 3.68200 20.22479 -0.211
O 24.08995 4.48161 19.38780 0.037
C 24.37187 4.66633 18.17020 -0.648
O 25.21793 4.04047 17.58185 0.147
O 23.48658 5.54795 17.66411 -0.045
C 23.37262 5.74407 16.27888 -0.048
H 23.57406 3.25147 21.98080 0.077
H 24.27308 4.96726 21.74603 0.073
H 25.23802 3.66331 22.27623 0.081
H 24.69710 2.63467 19.98109 0.139
H 25.93634 3.93206 20.22951 0.137
H 22.77713 4.95832 15.81406 0.102
H 24.27016 5.78275 15.66160 0.091
H 22.79132 6.66556 16.24642 0.086
C 19.02352 9.46479 11.10146 -0.965
Cl 17.66104 9.99168 10.15495 0.585
Cl 20.14715 8.43580 10.10136 0.571
H 19.56924 10.37510 11.34971 -0.012
H 18.60371 8.94100 11.96023 0.032
C 20.38570 4.30961 19.36160 -0.930
Cl 20.00358 5.93751 18.72884 0.534
Cl 20.61843 4.57902 21.12144 0.502
H 19.57383 3.63053 19.10120 0.041
H 21.28209 3.88689 18.90784 0.025
C 15.51155 10.47893 17.63535 -0.935
Cl 16.01443 11.99539 16.81803 0.456
Cl 16.08731 10.54584 19.36691 0.454
H 14.44710 10.30354 17.47948 0.039
H 16.10182 9.73946 17.09419 0.010
C 18.50167 5.47424 15.58782 -1.034
Cl 18.37876 3.95843 14.72417 0.583
Cl 17.46946 6.69941 14.78786 0.499
H 18.05841 5.29794 16.56788 -0.006
H 19.57708 5.64347 15.64222 0.009
```